Entry from the Open Molecules 2025 dataset: C12H44B2O10PtSSr as an isolated structure at a distorted geometry (wB97M-V/def2-TZVPD).

The LUMO energy (spin up / spin down) comes out at -0.8 / -0.9 eV. For the total energy, the calculation gives -49896.9440 eV. As for the spin multiplicity: 3. Its net charge is 0. As for the largest force on an atom: 2.8 eV/A. The calculation puts the orbital gap (spin up / spin down) at 6.2 / 6.1 eV.

```
71
Properties=species:S:1:pos:R:3:mulliken_spin:R:1
O 0.7255 -0.6390 4.8133 0.019
H -0.7931 -4.7089 2.1689 0.000
C 4.4815 -0.3614 -1.5745 -0.001
O -3.2919 1.8498 1.4906 0.000
H -0.7560 -0.1118 -2.2318 0.005
H -5.8228 -1.2941 -0.5939 0.000
C 4.3091 -1.2338 -2.7970 0.004
H 1.9675 4.8473 0.1255 0.000
H -3.3982 3.1107 -0.1374 0.000
H 0.9833 -6.3055 2.8677 0.000
H 0.3745 0.6796 -4.2985 0.000
H -3.9571 -0.2792 -1.6146 -0.001
O 1.2961 0.1114 2.6063 0.130
H -5.5346 -0.2535 0.7499 0.000
H -2.5508 4.2408 2.5763 0.000
H 1.6759 -4.9594 2.2202 0.002
O -1.0248 -0.1186 3.2951 0.001
C -2.8286 3.0227 0.7963 0.001
H 0.5718 -2.8612 2.5782 -0.003
H 3.6128 -2.0568 -2.6175 -0.001
H -4.1473 4.4371 1.7439 0.000
H 1.6240 -5.0814 4.0109 0.000
C 0.1342 -0.3308 -3.9501 -0.001
C -0.2499 -4.4818 3.1029 0.000
H 0.8457 -1.4083 -5.6522 0.000
H 0.7219 -0.1427 -0.8163 0.038
C -0.1041 -1.2483 -5.1375 0.000
H -7.1685 0.8640 -0.7179 0.000
H 5.3560 0.2723 -1.7680 0.001
H -1.1322 -0.0840 -0.6227 0.036
H 0.9775 -0.7357 -3.3800 0.000
C -5.3961 -0.3144 -0.3344 0.000
H -0.8671 -4.8757 3.9151 0.000
O 0.3578 1.6699 4.1765 0.015
H 4.7093 -0.8835 -0.6474 -0.001
C -6.1438 0.7742 -1.0824 0.000
O 3.2889 0.4016 -1.3158 0.044
H 3.6227 3.5341 1.6609 0.001
C -3.0772 4.2539 1.6223 0.000
H 5.2420 -1.7228 -3.0854 0.001
C 3.1959 3.1704 0.7225 0.003
B -0.1456 0.0435 -0.0769 0.098
H 4.0475 2.6351 0.2847 0.000
O -0.0504 -3.0969 3.2849 -0.002
H -6.1533 0.6035 -2.1581 0.000
H -4.0745 2.1102 1.9877 0.000
O -4.0201 -0.3950 -0.6561 0.006
B 2.0729 -2.4223 0.6476 0.068
H 2.4328 -3.5021 0.4519 0.027
H 2.8030 -1.9390 1.3932 0.037
H 0.9982 -2.4416 1.0686 0.009
O -1.0322 -0.3219 -3.1360 -0.003
H -0.1345 -0.6458 0.8194 0.013
O 2.1502 2.1920 0.7563 0.054
H 3.1932 1.0042 -2.0637 0.004
H 2.1082 -1.8287 -0.3336 0.098
H 1.3920 2.6585 1.1431 0.001
H -2.6879 5.1270 1.0901 0.000
Sr -2.3817 -0.5795 1.2666 0.005
H 3.7066 4.9029 -0.4098 0.000
Pt 2.1003 -0.0804 0.6788 1.274
C 2.8255 4.2826 -0.2470 0.004
H -5.7369 1.7651 -0.8631 0.000
H -0.8519 -0.8224 -5.8042 0.000
S 0.3467 0.2759 3.7508 0.005
H -0.0465 1.1428 0.2795 0.013
H 2.5043 3.8220 -1.1817 0.000
H -1.7837 2.8994 0.5181 0.000
H -0.4213 -2.2309 -4.7887 0.000
H 3.9416 -0.6725 -3.6586 -0.001
C 1.0680 -5.2331 3.0883 -0.001
```



Entry from the Open Molecules 2025 dataset: C20H25IN4O7W as an isolated structure (wB97M-V/def2-TZVPD).

The LUMO energy (spin up / spin down) comes out at -6.1 / -6.4 eV. For the total energy, the calculation gives -51353.1239 eV. As for the spin multiplicity: 3. Its net charge is +2. As for the largest force on an atom: 0.9 eV/A. The calculation puts the orbital gap (spin up / spin down) at 7.8 / 7.5 eV.

```
58
Properties=species:S:1:pos:R:3:mulliken_spin:R:1
H 2.7621 -3.3163 -3.1536 0.000
H 2.2484 -2.1456 -5.2843 0.000
H -2.3129 -2.5319 3.7830 0.001
H -1.1844 2.5574 0.6448 0.002
O -0.2279 1.2738 -0.6795 0.014
H 0.3291 1.3139 5.4500 0.000
C -4.0443 2.9493 0.0496 -0.001
C -1.5947 -1.7926 3.4683 -0.009
C 1.5180 -2.1541 -4.4852 -0.001
C 0.8879 -2.8274 -2.2729 0.029
H 1.1417 2.3660 0.4347 0.004
C -1.3249 -1.5256 2.1113 0.042
C 4.2000 -0.3010 -0.4946 0.000
H 1.2649 2.5515 -1.3449 0.000
O 0.5050 -2.7716 0.0734 -0.010
H 4.8959 2.0569 -0.0065 0.000
H -0.9136 -1.2520 5.4097 0.001
C 1.9870 0.6843 -0.5697 0.014
H -1.5032 2.8528 -1.0826 0.000
H -1.6297 -1.1007 -3.7966 0.002
C -0.6505 -1.5363 -3.6500 -0.080
C -2.4959 1.1162 -0.3053 0.002
C -1.3323 2.0810 -0.3283 0.013
H 3.7844 2.7717 -1.1787 0.001
C 1.8102 -2.8209 -3.2977 0.010
H 4.6833 -0.3840 0.4769 0.000
H -5.4942 0.8220 -0.9531 0.001
H -4.4910 -0.4320 -0.1861 0.000
H -1.1963 -2.4808 -1.8406 -0.028
H -4.8827 3.0350 0.7349 0.000
O 1.1995 0.9355 2.2899 0.015
N 0.1221 -0.1891 3.9763 -0.003
I -0.1029 -0.4948 -6.4235 0.001
H 1.1647 -0.2252 5.7899 0.000
W -0.4315 -1.1196 -0.2396 1.787
O 1.4593 -0.4575 -0.7568 0.068
C -0.8251 -1.1007 4.3413 0.021
H 3.3547 2.6925 0.5601 0.001
H 4.9491 -0.1131 -1.2607 0.000
H -4.3265 3.3651 -0.9168 0.001
C 3.8495 2.1831 -0.2648 -0.002
H -3.2090 3.5056 0.4651 0.000
H 3.6604 -1.2134 -0.7173 0.000
C 0.9070 0.4983 5.0217 -0.001
C 0.3680 0.1218 2.6429 0.019
N 3.2713 0.8419 -0.4617 0.016
C 1.0560 1.8593 -0.5258 -0.005
H -5.4096 0.7177 0.8187 0.000
O -1.8131 -2.0888 1.0675 -0.012
C -4.8524 0.5855 -0.1059 0.000
O 2.1729 -4.0659 -0.6892 0.001
O -2.2159 -0.0957 -0.5390 -0.001
H 1.8103 0.8891 4.5705 0.000
N -0.4118 -0.5909 1.7621 -0.007
C 0.3025 -1.4907 -4.6572 0.001
N -3.7136 1.5207 -0.0896 0.018
C -0.3426 -2.1931 -2.4611 0.060
C 1.2672 -3.3366 -0.9234 0.014
```



Entry from the Open Molecules 2025 dataset: C27H42As3IMnN4O5S as an isolated structure at a distorted geometry (wB97M-V/def2-TZVPD).

The LUMO energy (spin up / spin down) comes out at 0.3 / 0.2 eV. For the total energy, the calculation gives -277648.6148 eV. As for the spin multiplicity: 6. Its net charge is 0. As for the largest force on an atom: 2.2 eV/A. The calculation puts the orbital gap (spin up / spin down) at 7.8 / 7.7 eV.

```
84
Properties=species:S:1:pos:R:3:mulliken_spin:R:1
H -3.4798 2.5509 -0.2353 -0.006
H 1.8442 0.9974 2.5522 -0.001
C -1.7019 2.9880 -3.5626 0.000
C 0.7671 -2.8145 -1.0709 0.017
C 2.5305 -0.5903 -2.2756 0.012
N -1.9066 1.9468 -1.4303 0.052
H 2.9102 -1.6174 0.2762 0.001
H 0.4303 -1.2915 4.2374 0.000
H -4.6245 -2.4595 -1.5155 0.000
Mn -1.4227 0.5414 0.2236 4.437
H 0.3976 -5.1075 0.1988 0.000
C 0.6192 -2.6937 1.4906 0.019
N -3.3027 0.5964 1.3390 -0.024
H 5.7066 -2.0384 0.4465 0.000
C -0.8660 3.3701 1.2970 0.033
C 2.3357 4.9572 -1.0474 0.000
S -1.8719 5.7303 1.1914 0.001
H 0.5102 -2.3146 -3.8727 0.000
H 3.4025 -3.0645 -0.5783 0.000
H -6.2480 -0.1726 1.3394 0.002
C 2.8745 -2.7050 0.3109 -0.002
As 0.2963 -0.7750 1.7429 0.107
H -1.0365 -1.5139 -3.4930 0.000
C 1.2273 3.0482 -0.0917 0.043
C -4.7480 -2.3506 -0.4381 0.000
C -4.1381 -0.3550 1.1194 0.006
C 0.4164 5.2608 0.3280 -0.003
H -0.4909 0.2033 3.9125 0.000
I -5.2076 4.6677 -1.6712 0.001
C 2.0381 0.0441 2.0601 0.022
O -2.1425 5.7387 -0.2357 0.001
H -2.8914 2.1201 2.3418 0.005
H 2.0458 -5.1486 -0.4421 0.000
H 4.1624 -5.6597 1.1688 0.000
N -2.6115 -1.1774 -0.4797 0.103
C -2.8338 3.7511 -3.3216 0.002
H 0.3125 -0.5855 -4.2129 0.001
H -4.5267 -3.3286 -0.0003 0.001
H 2.9844 2.9290 -1.3119 0.000
H -0.3845 -3.1280 1.4495 -0.002
H -0.2892 -3.0963 -1.0676 -0.007
H -5.3441 0.0233 2.8441 0.001
H -1.2510 -1.3702 3.6493 0.000
C -0.3114 -0.8220 3.5915 -0.001
C -5.3925 -0.5344 1.9146 0.003
H 1.4494 6.8807 -0.5991 0.000
C 1.4162 5.8107 -0.4472 0.001
H 1.2600 -3.3903 -1.8613 0.004
O -2.2419 -1.9744 -1.4191 0.007
C -1.2773 2.0952 -2.5992 0.019
H 2.6514 -0.5854 2.7049 0.001
H 3.1295 5.3728 -1.6548 0.000
H 5.7095 -5.0368 1.7515 0.000
C 0.0424 -1.3909 -3.5293 0.002
H 5.1508 -4.6219 0.1173 0.000
C 2.2515 3.5856 -0.8596 0.014
H -0.4000 1.4793 -2.7485 0.004
H -5.5599 -1.5903 2.1221 0.001
H -3.1951 4.4558 -4.0581 0.000
H 3.1468 -0.2501 -1.4450 0.000
O -0.2038 6.0421 1.2660 0.000
H 1.7728 -5.0774 1.3068 0.000
N -1.8384 4.1517 1.7027 0.009
C 0.3063 3.8853 0.5159 -0.009
As 3.9515 -3.2173 1.8901 0.000
C -3.8004 -1.3022 0.0471 0.057
H 5.0936 -0.9480 1.7096 0.000
H -1.1558 3.0806 -4.4907 0.000
C -3.4938 3.5901 -2.1172 0.000
C 4.8345 -4.8039 1.1452 0.000
O -0.8913 2.1186 1.5509 0.041
C 1.4208 -3.1884 0.2710 -0.014
H 2.4987 0.2034 -3.0235 0.002
O -3.5895 1.4399 2.4036 0.007
C -2.9934 2.6888 -1.1923 0.046
H 2.5644 0.2457 1.1287 -0.003
C 1.4099 -4.7238 0.3379 -0.003
As 0.6718 -0.9549 -1.7315 0.023
C 5.4120 -1.9679 1.4946 0.000
H -5.7833 -2.0999 -0.2125 0.000
H 1.0924 -3.0548 2.4071 0.001
H 2.9873 -1.4749 -2.7214 0.000
H 1.1418 1.9769 0.0428 -0.035
H 6.2706 -2.1997 2.1235 0.000
```



Entry from the Open Molecules 2025 dataset: a 2-piece molecular cluster, C10H9F3N2 overall at a distorted geometry (wB97M-V/def2-TZVPD).

The LUMO energy (spin up / spin down) comes out at 0.1 / 0.1 eV. For the total energy, the calculation gives -21643.5222 eV. Its net charge is 0. As for the largest force on an atom: 4.9 eV/A. The calculation puts the orbital gap (spin up / spin down) at 7.2 / 7.2 eV.

```
24
Properties=species:S:1:pos:R:3:lowdin_charge:R:1
C -3.1665 0.5354 -0.7519 -0.290
C 1.4310 0.7112 -2.2912 -0.313
H -5.4819 -1.7881 -0.3728 0.120
H -2.1508 -0.7744 2.0624 0.085
F 1.7648 1.7567 -3.0992 0.075
N -0.1701 1.7260 0.6365 0.007
F -2.9798 1.6287 -1.4798 0.099
H 3.2945 0.5108 -1.6352 0.100
C 2.3143 0.1597 -1.4873 -0.117
C -4.5078 -1.2251 -0.2595 -0.158
H 0.9308 -0.9086 -0.2538 0.077
H 2.6222 -0.2779 0.5298 0.083
H 1.4005 2.5431 1.6706 0.040
N -4.3022 -0.1204 -1.0286 0.137
C -2.6025 -0.7413 1.1459 -0.029
C -2.1470 0.2465 0.2527 -0.121
C -3.7210 -1.5002 0.8401 -0.103
C 0.7080 2.5843 0.8949 -0.038
C -1.1369 1.1492 0.3063 0.022
H 0.8387 3.2465 -0.0055 0.099
F 0.0762 0.4023 -2.3820 0.063
H 2.6661 -1.7416 -0.5852 0.111
C 2.0491 -0.7669 -0.3109 -0.085
H -4.0547 -2.2474 1.6601 0.136
```



Entry from the Open Molecules 2025 dataset: C3H6N2O3 in the gas phase at a distorted geometry (wB97M-V/def2-TZVPD).

The LUMO energy comes out at 0.5 eV. For the total energy, the calculation gives -12330.8777 eV. Its net charge is 0. The SMILES is NC(=O)CNC(=O)O. As for the largest force on an atom: 5.1 eV/A. The calculation puts the orbital gap at 10.2 eV.

```
14
Properties=species:S:1:pos:R:3:lowdin_charge:R:1
O -1.0651 1.4062 0.4358 0.020
C -1.4644 0.2864 0.0222 -0.554
C 1.6591 -0.1880 -0.1182 -0.709
C -0.7489 -1.0322 0.1874 -0.070
H -3.2727 -0.6330 -0.4992 0.108
H -1.3377 -1.5147 0.9969 0.131
H -0.8427 -1.6338 -0.7975 0.146
H 2.0434 1.0950 -1.5188 0.260
O 2.7517 -0.0511 0.3557 0.071
N -2.7592 0.1626 -0.1500 0.133
H 1.1412 -1.3861 1.4142 0.154
O 1.2033 0.4076 -1.1972 0.073
N 0.7398 -0.9330 0.5795 0.086
H -3.3898 0.9678 0.0949 0.152
```



Entry from the Open Molecules 2025 dataset: a 2-piece molecular cluster, C4H10NO2S overall at a distorted geometry (wB97M-V/def2-TZVPD).

The LUMO energy comes out at 3.6 eV. For the total energy, the calculation gives -20730.3593 eV. Its net charge is -1. As for the largest force on an atom: 6.3 eV/A. The calculation puts the orbital gap at 6.8 eV.

```
18
Properties=species:S:1:pos:R:3:lowdin_charge:R:1
H -0.1384 0.1982 -2.1240 0.084
C -1.3591 -0.0374 0.2981 -0.691
N 0.2029 -2.0149 0.3135 0.035
O 0.5013 4.3347 -0.9556 -0.168
H 0.5097 3.3951 -0.8796 -0.095
C 0.4117 -0.6272 -1.6423 -0.071
H 0.3908 -1.6315 -1.9767 0.057
C 0.0422 -0.4449 -0.2039 -0.403
H -0.5074 4.3779 -1.2040 0.065
H 1.4576 -0.4982 -1.6708 0.061
H -0.1647 -2.6519 -0.3673 0.099
H 0.5849 0.0818 0.5490 0.074
H -1.4918 -0.1930 1.3413 0.003
H -2.3476 -0.3338 -0.2515 0.072
O 1.6348 -3.6219 1.0464 -0.091
S -1.2706 1.8052 0.2649 0.215
C 1.2148 -2.4504 1.1222 -0.381
H 1.6701 -1.8655 1.9804 0.135
```



Question: largest force on an atom of number 3 (C27H42As3IMnN4O5S)?
Answer: 2.2 eV/A